Record 1
Density functional theory data (ωB97M-V/def2-TZVPD) for a 2-piece molecular cluster, C7H13N3 overall at a distorted geometry.

Computed properties:
- Kohn-Sham gap (spin up / spin down): 7.015 / 7.168 eV
- E_tot: -11915.599 eV

Structure (ORCA input):
```
! RIJCOSX wB97M-V def2-TZVPD def2/J DEFGRID3
* xyz 2 3
C 1.11118 -1.81376 0.89441
C 1.68750 -0.78499 0.19278
C -1.49504 0.59096 0.59450
C -2.16507 0.18347 -0.42735
C 3.03924 -1.22098 -0.27190
C -3.52210 0.84578 -0.67185
C 1.68425 1.20825 -1.02274
N 0.46308 -2.65587 1.38659
N 1.03555 0.24323 -0.20598
N -1.40156 1.15002 1.73380
H -1.88767 -0.41594 -1.28104
H 3.36732 -2.14878 0.29343
H 3.73578 -0.28007 -0.28709
H 3.01791 -1.67943 -1.31544
H -3.53260 1.38087 -1.54651
H -3.85421 1.37367 0.21748
H -4.16669 0.01719 -0.80575
H 1.19832 2.22385 -0.94839
H 1.94831 0.88203 -2.03758
H 2.68398 1.27209 -0.69585
H -0.13492 -3.34763 1.81570
H -1.01138 2.21248 1.82925
H -1.80119 0.76354 2.55952
*
```

---

Record 2
Density functional theory data (ωB97M-V/def2-TZVPD) for C4H5O2Ru as an isolated structure at a distorted geometry.

Computed properties:
- Kohn-Sham gap (spin up / spin down): 3.592 / 5.359 eV
- E_tot: -10889.346 eV

Structure (ORCA input):
```
! RIJCOSX wB97M-V def2-TZVPD def2/J DEFGRID3
* xyz 1 7
O -1.85890 1.96089 -0.50271
C -1.82565 0.64435 -0.74825
C -0.56402 -0.09840 -0.68385
C 0.40423 0.03733 0.27947
C 1.59405 -0.71841 0.18466
O 2.46827 -0.83134 1.07641
Ru 2.86579 -0.40223 2.87189
H -2.37018 0.25430 -1.65001
H -2.35256 0.50760 0.31451
H -0.36730 -0.77588 -1.52415
H 0.23910 0.69045 1.13994
H 1.76718 -1.26866 -0.75792
*
```

---

Record 3
Density functional theory data (ωB97M-V/def2-TZVPD) for a 2-piece molecular cluster, C5H12INO2S overall at a distorted geometry.

Computed properties:
- Kohn-Sham gap: 10.066 eV
- E_tot: -29898.118 eV

Structure (ORCA input):
```
! RIJCOSX wB97M-V def2-TZVPD def2/J DEFGRID3
* xyz 0 1
C 1.09214 -0.66690 -0.99239
C 0.44031 -0.51237 0.09855
C -0.09715 -1.51139 0.97874
C 0.66448 -2.89240 0.86729
S 0.19313 1.13906 0.83233
O -1.20616 1.38580 0.96076
O 1.01653 1.32503 1.98360
N 0.77313 2.08058 -0.37518
C -0.30320 2.40872 -1.35079
H 1.32163 -1.73047 -1.30895
H 1.49524 0.14071 -1.53589
H -0.13623 -1.01561 2.07082
H -1.16896 -1.60533 0.71701
H 0.71119 -3.25432 -0.23812
H 0.31369 -3.83251 1.44855
H 1.63097 -2.82933 1.30452
H 1.40153 2.84388 -0.16525
H 0.09016 2.70881 -2.37581
H -0.88008 1.53108 -1.32139
H -0.96722 3.35622 -1.10207
I -3.80024 0.06061 -0.64168
H -2.58489 0.87015 0.14538
*
```

---

Record 4
Density functional theory data (ωB97M-V/def2-TZVPD) for C28H24N7O7PdS as an isolated structure at a distorted geometry.

Computed properties:
- Kohn-Sham gap (spin up / spin down): 6.800 / 3.304 eV
- E_tot: -68489.433 eV

Structure (ORCA input):
```
! RIJCOSX wB97M-V def2-TZVPD def2/J DEFGRID3
* xyz 1 5
Pd 8.87984 6.29794 14.01839
O 13.30963 9.69317 18.19036
C 12.80154 8.53958 18.50198
O 12.87004 7.83061 19.55494
C 11.95058 8.02914 17.35793
C 11.96030 8.53825 16.09136
C 10.86007 8.31084 15.20985
N 10.08932 7.23585 15.42461
C 10.19469 6.58310 16.58753
C 10.94596 7.03045 17.63041
C 9.08558 5.49518 16.85351
O 8.90982 4.98631 17.96966
O 8.33522 5.25503 15.83433
H 12.63479 9.33794 15.86248
H 10.67208 8.95476 14.26696
H 10.63178 6.68349 18.63142
N 11.82925 5.17133 7.37752
C 11.26075 6.16895 8.16260
C 9.90960 6.40526 8.02134
C 9.22596 7.15480 8.97947
C 9.96724 7.70013 10.04932
C 11.43103 7.69150 10.05338
C 12.01448 6.94851 9.04048
S 9.11335 8.67467 11.26005
O 10.17271 9.26133 12.07745
O 8.14624 9.48286 10.47150
N 8.39954 7.57783 12.24957
C 7.54826 6.59192 11.80113
N 6.95854 6.41496 10.65732
C 6.04576 5.46058 10.61553
C 5.62550 4.62795 11.61785
C 6.34127 4.77995 12.84262
N 7.27200 5.79468 12.85223
H 11.17549 4.47883 6.92693
H 12.80802 4.83479 7.42899
H 9.39816 6.35037 7.06443
H 8.17137 7.33243 8.88276
H 12.12592 8.18120 10.74104
H 13.07501 6.85696 9.01752
H 5.52806 5.46623 9.68692
H 4.81256 3.94486 11.32430
H 6.35242 4.24565 13.77304
C 15.86506 8.42983 17.01029
N 15.74454 7.22350 17.86547
N 15.23363 5.96189 17.41240
C 15.21648 5.03690 18.50961
O 14.95349 3.83290 18.37233
C 15.70968 5.84879 19.63958
C 15.94274 7.14164 19.20784
C 16.39503 8.25608 20.06506
C 14.89908 5.62553 16.11998
C 15.80060 5.85636 15.08873
C 15.47254 5.44028 13.83886
C 14.35195 4.62891 13.61674
C 13.54146 4.26452 14.70979
C 13.73398 4.91432 15.88512
H 16.80371 8.95492 17.16268
H 15.05971 9.12706 17.28161
H 15.73507 8.14936 15.96023
H 15.93224 5.55444 20.69546
H 15.57148 8.91879 20.21302
H 17.25497 8.67195 19.46661
H 16.77501 7.76936 20.98180
H 16.60213 6.53350 15.30540
H 15.95294 5.80611 12.94058
H 14.08624 4.34663 12.59117
H 12.67870 3.67040 14.60426
H 12.99559 4.91844 16.66221
*
```